70
Properties=species:S:1:pos:R:3:forces:R:3 method="wB97M-V/def2-TZVPD" homo_ev=-8.369 lumo_energy_ev=0.01 total_energy_ev=-73259.522
Al -0.0343 0.0956 -0.1551 -0.26 0.42 0.34
C 2.1744 1.7517 3.0805 0.05 0.04 0.05
C 2.7870 2.8190 2.4376 0.03 0.05 -0.02
C 2.5103 3.0859 1.1077 0.07 0.10 0.13
C 1.6118 2.2788 0.4260 -0.20 -0.22 -0.15
N 1.0318 1.2431 1.0654 0.22 -0.14 0.17
C 1.3019 0.9739 2.3528 -0.11 0.16 -0.38
C 1.2328 2.4216 -1.0124 0.05 0.00 0.11
C 1.5945 3.5490 -1.7476 0.05 0.05 0.04
C 1.2386 3.6442 -3.0834 -0.03 -0.05 0.00
C 0.5209 2.6121 -3.6774 0.03 0.01 0.02
C 0.1486 1.5021 -2.9280 -0.03 -0.04 -0.07
C 0.4876 1.3728 -1.5826 0.01 0.01 0.18
H 2.3819 1.5169 4.1161 -0.02 0.01 -0.07
H 3.4920 3.4417 2.9749 -0.02 -0.01 -0.02
H 3.0009 3.9042 0.6024 -0.01 0.00 0.00
H 0.8059 0.1111 2.7733 0.00 -0.06 -0.04
H 2.1383 4.3658 -1.2837 -0.03 -0.06 -0.06
H 1.5134 4.5211 -3.6579 -0.01 -0.05 0.03
H 0.2427 2.6796 -4.7238 0.01 0.00 0.06
H -0.4300 0.7225 -3.4170 0.03 0.06 0.03
N -1.6847 0.0108 0.4848 0.10 -0.02 -0.30
P -2.7878 -1.0524 0.3109 -0.05 -0.11 0.14
C -2.2666 -2.7531 0.6887 0.14 -0.13 -0.12
C -1.7945 -3.0059 1.9795 0.04 -0.04 -0.06
C -1.2203 -4.2284 2.2897 -0.04 0.00 -0.03
C -1.1061 -5.2119 1.3122 -0.06 -0.02 -0.01
C -1.5750 -4.9723 0.0292 -0.10 -0.01 0.04
C -2.1527 -3.7457 -0.2841 -0.07 -0.03 0.14
C -3.5444 -1.1735 -1.3490 0.01 0.08 -0.13
C -2.6968 -1.1486 -2.4610 -0.09 0.00 0.11
C -3.2086 -1.2117 -3.7475 0.01 -0.01 0.02
C -4.5831 -1.2855 -3.9407 -0.03 -0.01 0.01
C -5.4357 -1.3035 -2.8467 0.03 0.00 0.02
C -4.9201 -1.2514 -1.5557 0.06 -0.02 -0.04
C -4.1757 -0.7460 1.4272 -0.14 -0.02 0.04
C -4.3891 0.5645 1.8472 -0.03 -0.02 0.04
C -5.4644 0.8624 2.6744 0.00 -0.03 0.01
C -6.3253 -0.1479 3.0870 0.03 0.00 -0.03
C -6.1110 -1.4590 2.6772 0.03 0.02 -0.01
C -5.0367 -1.7586 1.8490 -0.03 0.07 0.02
H -1.8631 -2.2299 2.7346 0.02 -0.02 -0.01
H -0.8489 -4.4133 3.2900 0.00 0.02 -0.02
H -0.6428 -6.1632 1.5503 -0.04 0.06 -0.01
H -1.4823 -5.7373 -0.7335 -0.01 0.05 0.04
H -2.5171 -3.5634 -1.2885 0.03 -0.02 0.03
H -1.6239 -1.0811 -2.3122 0.01 0.00 -0.01
H -2.5403 -1.1992 -4.6014 -0.02 0.01 0.06
H -4.9883 -1.3250 -4.9450 0.02 0.00 0.04
H -6.5081 -1.3516 -2.9959 0.05 -0.01 0.01
H -5.5961 -1.2647 -0.7091 0.02 0.02 -0.04
H -3.6933 1.3332 1.5277 -0.04 -0.05 0.02
H -5.6291 1.8822 3.0029 0.01 -0.05 -0.02
H -7.1626 0.0850 3.7347 0.04 -0.01 -0.03
H -6.7768 -2.2479 3.0082 0.04 0.04 -0.02
H -4.8630 -2.7828 1.5347 -0.01 0.04 0.02
Cl 2.1836 -7.6940 -2.0268 -0.01 0.02 0.02
C 1.9572 -6.1343 -1.2897 0.00 0.01 0.06
C 2.3891 -5.9272 0.0123 0.01 0.00 0.07
C 2.2022 -4.6827 0.5942 -0.01 -0.04 -0.05
C 1.5911 -3.6569 -0.1165 0.17 -0.02 0.00
C 1.1688 -3.8829 -1.4193 0.04 -0.03 -0.12
C 1.3487 -5.1237 -2.0140 -0.04 0.08 -0.09
C 1.3672 -2.3352 0.5538 -0.35 -0.01 0.33
O 1.6665 -2.1469 1.7208 0.05 0.06 -0.28
O 0.7791 -1.4571 -0.2126 0.31 -0.14 -0.31
H 2.8616 -6.7332 0.5587 -0.01 0.03 -0.03
H 2.5165 -4.4902 1.6114 0.01 -0.01 -0.01
H 0.6883 -3.0812 -1.9664 0.04 -0.06 0.04
H 1.0181 -5.3096 -3.0294 0.03 0.01 0.08

---

97
Properties=species:S:1:pos:R:3:forces:R:3 method="wB97M-V/def2-TZVPD" homo_ev=-3.873 relative_energy_kcal_mol=3.1 lumo_energy_ev=1.99 total_charge=-1 total_energy_ev=-105671.925
K -0.0376 -0.0539 -0.0269 0.77 -0.15 -0.44
C -1.5210 -2.1629 -2.3831 -0.08 0.00 0.06
O -1.7318 -0.8817 -1.8279 -0.29 -0.11 -0.06
C -2.9898 -0.7517 -1.1865 0.00 -0.03 -0.03
C -3.0775 0.6224 -0.5533 -0.03 0.03 0.10
O -2.2884 0.7469 0.6218 -0.54 0.10 0.04
C -2.8951 0.2394 1.8008 -0.06 0.02 -0.07
H -2.3765 -2.4721 -2.9935 0.01 0.01 -0.04
H -1.3615 -2.9130 -1.5991 -0.01 0.00 0.00
H -0.6370 -2.1015 -3.0145 0.01 0.00 0.02
H -3.1147 -1.5414 -0.4327 0.00 0.00 0.00
H -3.7965 -0.8574 -1.9235 0.01 -0.02 -0.04
H -4.1255 0.8550 -0.3313 -0.01 0.00 0.02
H -2.6944 1.3623 -1.2603 0.00 0.01 0.01
H -3.7837 0.8305 2.0503 -0.02 -0.01 0.00
H -2.1605 0.3142 2.5986 0.01 0.00 -0.01
H -3.1690 -0.8143 1.6976 0.00 0.00 0.00
C -0.6706 3.7214 4.6787 0.03 -0.01 0.02
C -0.9425 3.4571 3.3464 0.03 -0.06 0.03
C -0.2299 2.4673 2.6757 -0.07 -0.06 -0.01
C 0.7650 1.7376 3.3219 -0.04 -0.02 -0.09
C 1.0182 2.0077 4.6670 0.03 -0.04 0.01
C 0.3101 2.9886 5.3414 -0.04 0.02 -0.04
P 1.7440 0.5116 2.3385 0.54 0.23 0.54
C 3.4225 1.2874 2.4688 -0.12 -0.03 0.04
C 4.5726 0.5146 2.2877 0.00 -0.01 0.00
C 5.8240 1.1048 2.1801 -0.05 0.00 0.02
C 5.9545 2.4866 2.2390 -0.02 -0.02 0.00
C 4.8207 3.2676 2.4052 -0.01 -0.03 0.00
C 3.5706 2.6727 2.5183 -0.03 0.09 0.02
C 1.8446 -0.8908 3.5276 -0.23 -0.10 -0.15
C 2.7122 -0.9881 4.5822 0.08 -0.02 0.04
C 2.6576 -2.1035 5.4503 0.02 0.05 -0.02
C 1.7450 -3.0979 5.2430 -0.04 0.01 -0.02
C 0.8388 -3.0370 4.1537 0.02 -0.06 0.02
C -0.0999 -4.0700 3.8974 0.03 0.05 0.01
C -0.9298 -3.9706 2.8166 0.01 0.07 -0.05
C -0.8655 -2.8365 1.9631 -0.04 -0.16 0.13
C -0.0014 -1.7759 2.1487 -0.07 -0.06 0.10
C 0.8728 -1.9198 3.2778 0.10 0.13 -0.08
H -1.2213 4.4922 5.2041 0.00 0.00 0.00
H -1.7055 4.0159 2.8190 0.00 0.00 0.00
H -0.4828 2.2608 1.6418 0.13 0.10 -0.05
H 1.7799 1.4425 5.1910 -0.01 0.01 -0.02
H 0.5242 3.1855 6.3851 -0.01 0.00 -0.01
H 4.4877 -0.5644 2.2276 -0.01 -0.02 0.01
H 6.7001 0.4828 2.0416 0.00 -0.01 0.00
H 6.9292 2.9495 2.1473 0.00 -0.01 0.00
H 4.9034 4.3473 2.4385 -0.01 0.00 0.00
H 2.6957 3.3022 2.6369 0.03 -0.01 -0.01
H 3.4545 -0.2178 4.7575 0.02 0.00 -0.01
H 3.3463 -2.1645 6.2851 0.01 0.01 -0.01
H 1.7061 -3.9520 5.9124 0.00 0.00 -0.01
H -0.1406 -4.9293 4.5587 0.02 0.00 0.01
H -1.6402 -4.7670 2.6115 0.00 0.00 -0.01
H -1.5534 -2.8372 1.1102 -0.03 0.00 0.04
C 2.5057 5.5525 -0.3791 -0.03 0.06 0.15
Si 3.0672 5.2582 -2.1387 -0.17 -0.11 -0.09
C 4.6004 4.1772 -2.0899 0.12 -0.06 0.02
C 3.5468 6.9154 -2.8955 0.06 0.11 -0.03
Si 1.3608 4.2237 -3.3467 0.06 0.18 -0.02
Te 0.2279 2.5549 -1.9761 -0.12 -0.01 -0.06
Si 2.2864 3.3303 -5.2821 -0.09 0.06 0.18
C 3.4402 4.5616 -6.1197 0.08 0.05 -0.07
C 0.9303 2.8846 -6.5003 -0.08 -0.03 -0.12
C 3.2654 1.7809 -4.9018 0.08 -0.13 -0.01
Si -0.1817 5.8695 -3.9523 0.19 -0.14 0.07
C -1.7540 5.0784 -4.5906 -0.14 -0.02 -0.04
C -0.6026 6.8837 -2.4298 -0.08 0.08 0.08
C 0.4344 7.0525 -5.2856 0.05 0.04 -0.08
H 3.3141 5.9955 0.2121 -0.04 -0.01 0.03
H 2.2029 4.6078 0.0796 0.03 0.01 -0.01
H 1.6413 6.2206 -0.3452 0.03 0.00 0.01
H 5.3632 4.6327 -1.4502 0.02 -0.05 -0.01
H 5.0277 4.0403 -3.0870 0.00 0.01 0.02
H 4.3617 3.1894 -1.6872 0.00 0.03 0.01
H 4.3647 7.3696 -2.3269 -0.01 0.03 -0.04
H 2.7017 7.6089 -2.8860 0.02 0.00 0.02
H 3.8715 6.8049 -3.9335 0.01 0.00 0.02
H 2.9333 5.5049 -6.3376 0.00 -0.02 -0.01
H 3.8140 4.1468 -7.0614 0.02 0.05 0.00
H 4.3012 4.7887 -5.4853 -0.01 -0.02 -0.01
H 0.4094 3.7790 -6.8533 0.02 -0.02 -0.01
H 0.1905 2.2350 -6.0257 0.03 0.00 -0.01
H 1.3483 2.3660 -7.3690 -0.06 0.00 -0.01
H 4.1132 1.9986 -4.2479 0.00 -0.01 -0.02
H 3.6451 1.3345 -5.8265 0.02 -0.03 0.04
H 2.6362 1.0497 -4.3890 -0.01 0.03 -0.02
H -2.1342 4.3614 -3.8593 0.00 0.03 -0.01
H -1.5761 4.5365 -5.5226 -0.01 0.02 0.01
H -2.5142 5.8447 -4.7747 -0.03 -0.06 -0.01
H -0.8841 6.2178 -1.6096 -0.01 0.03 -0.02
H -1.4370 7.5622 -2.6343 0.01 0.00 0.05
H 0.2511 7.4815 -2.0991 -0.02 -0.01 -0.01
H 0.6225 6.5229 -6.2238 -0.02 0.02 0.01
H 1.3629 7.5501 -4.9954 -0.02 0.00 0.01
H -0.3213 7.8209 -5.4773 0.03 0.01 -0.03

---

15
Properties=species:S:1:pos:R:3:forces:R:3 method="wB97M-V/def2-TZVPD" homo_ev="-8.326 / -8.378" relative_energy_kcal_mol=67.0 lumo_energy_ev="-0.17 / -0.57" total_energy_ev=-20110.198
C -2.4737 1.2343 0.1195 -2.50 0.23 0.21
C 1.9216 -1.6061 -0.3119 1.03 -1.11 2.20
N -0.1893 0.6872 0.3471 -0.92 2.12 -0.82
N -1.4138 0.2710 0.0489 0.99 -0.37 1.07
O -3.3040 -1.2836 -0.3025 -1.17 -0.49 -0.15
O 0.9704 -1.6840 0.7365 -0.11 -1.38 0.01
S -1.8681 -1.3368 -0.0532 1.14 -0.04 0.02
H -3.5026 0.8096 -0.2065 2.09 0.85 0.13
H -2.6299 1.5788 1.1649 0.36 -0.31 -0.51
H -2.0880 2.0580 -0.4597 -0.59 0.51 -0.39
H 2.8380 -1.1178 0.1404 -0.52 -0.76 -1.00
H 1.5190 -0.9903 -1.0649 -0.18 0.49 -1.49
H 2.0697 -2.6790 -0.5402 0.44 0.89 -0.67
H -0.2885 1.7625 0.2456 0.53 -2.08 0.45
H 1.0392 -0.8345 1.1175 -0.60 1.45 0.94

---

13
Properties=species:S:1:pos:R:3:forces:R:3 method="wB97M-V/def2-TZVPD" homo_ev=-9.503 smiles="O=CNC1CC1" relative_energy_kcal_mol=61.3 lumo_energy_ev=1.05 total_energy_ev=-7796.987
O 2.3768 -1.8443 -0.2680 0.28 0.39 -0.11
C 1.7418 -0.8543 -0.5647 -0.27 -0.26 0.17
N 1.1767 0.0091 0.3273 -1.06 -1.21 0.31
C -0.1015 0.7829 -0.0181 1.98 -1.42 0.76
C -1.3191 0.5259 0.8450 0.47 0.07 0.15
C -1.2694 -0.0359 -0.5473 0.48 0.06 -0.16
H 1.5680 -0.5545 -1.6183 -0.15 -0.17 0.16
H 1.4836 -0.0572 1.2899 -0.35 -0.31 -0.05
H 0.5952 1.5606 -0.2349 -2.18 2.54 -1.20
H -1.1181 -0.1440 1.6728 -0.17 -0.07 -0.04
H -2.0803 1.2766 1.0703 0.57 0.04 -0.24
H -1.9989 0.3132 -1.2813 0.52 0.23 0.21
H -1.0303 -1.0913 -0.6513 -0.12 0.12 0.03